Record 1
DFT (ωB97M-V/def2-TZVPD) results for a gas-phase ion, C4H12N4O (charge +2) at a distorted geometry.

Each line ends with the Mulliken charge.
Positions of all 21 atoms, in Å:
O 0.622 2.779 -0.099  -0.417
N 0.004 0.284 0.162  -0.153
N 1.092 0.278 0.748  0.070
N -1.082 -1.683 -0.935  0.483
N -0.369 -2.631 -0.259  -0.521
C 1.434 1.473 1.729  -0.408
C -2.149 -2.132 -1.780  -0.687
C 1.552 2.830 0.862  -0.453
C -0.870 -0.385 -0.641  0.196
H -2.760 -1.349 -2.403  0.314
H -2.867 -2.721 -1.227  0.379
H -0.075 3.327 0.132  0.346
H 0.515 1.507 2.380  0.297
H -0.350 -3.632 -0.376  0.262
H 1.758 -0.564 0.558  0.337
H 0.176 -2.262 0.482  0.165
H -1.504 0.348 -1.078  0.353
H 2.360 1.196 2.264  0.395
H 1.655 3.596 1.547  0.392
H 2.503 2.622 0.444  0.334
H -1.643 -2.884 -2.508  0.314

Calculated values
- HOMO (spin up / spin down): -17.8 / -17.8 eV
- Lowest unoccupied orbital energy (spin up / spin down): -0.40744 / -0.40745 Eh
- Charge: +2
- Orbital gap (spin up / spin down): 6.744 / 6.742 eV
- Relative energy (zero: lowest compared OMol25 entry of this formula, charge and spin): 467.3 kJ/mol


Record 2
DFT (ωB97M-V/def2-TZVPD) results for a gas-phase ion, C3H8FN2 (charge +1) at a distorted geometry.

Each line ends with the Mulliken charge.
Positions of all 14 atoms, in Å:
F 1.592 -1.033 -0.604  -0.286
N -1.176 -0.532 -0.703  -0.567
N 0.061 1.627 -0.502  -0.119
C -0.520 -0.978 0.509  -0.616
C 0.918 -0.404 0.476  0.011
C 0.870 1.093 0.303  -0.076
H -0.722 0.931 -0.834  0.423
H 1.692 1.605 0.813  0.396
H -0.527 -2.088 0.632  0.381
H -0.894 -0.569 1.447  0.337
H -0.847 -0.988 -1.456  0.230
H 1.684 -0.694 1.153  0.384
H -2.160 -0.576 -0.644  0.247
H 0.030 2.606 -0.589  0.256

Calculated values
- SMILES: NC[C@@H](F)C=[NH2+]
- HOMO: -15.2 eV
- Lowest unoccupied orbital energy: -0.19149 Eh
- Charge: +1
- Orbital gap: 10.001 eV
- Relative energy (zero: lowest compared OMol25 entry of this formula, charge and spin): 175.0 kJ/mol


Record 3
DFT (ωB97M-V/def2-TZVPD) results for a gas-phase ion, C2H3N4S (charge +1) at a distorted geometry.

Each line ends with the Mulliken charge.
Positions of all 10 atoms, in Å:
S -1.550 0.655 -0.863  0.260
N 1.745 -2.187 2.443  -0.394
N 0.446 -1.060 -0.596  0.204
N -0.262 -0.210 -1.362  -0.623
N 1.201 -1.728 1.568  0.635
C 0.525 -1.116 0.660  0.127
C -1.044 2.054 -0.304  -0.140
H -0.089 2.582 -0.120  0.286
H 0.939 -1.659 -1.305  0.355
H -1.912 2.669 -0.122  0.289

Calculated values
- HOMO (spin up / spin down): -13.8 / -13.8 eV
- Lowest unoccupied orbital energy (spin up / spin down): -0.21856 / -0.21850 Eh
- Charge: +1
- Orbital gap (spin up / spin down): 7.870 / 7.874 eV
- Relative energy (zero: lowest compared OMol25 entry of this formula, charge and spin): 372.0 kJ/mol


Record 4
DFT (ωB97M-V/def2-TZVPD) results for a single C4H9NO molecule at a distorted geometry.

Each line ends with the Mulliken charge.
Positions of all 15 atoms, in Å:
O 1.351 1.024 -1.426  -0.579
N 1.561 -0.323 0.415  -0.204
C -1.722 0.516 0.288  -1.173
C 0.237 -1.174 0.204  -0.509
C 1.795 0.808 -0.309  -0.020
C -0.794 -0.349 -0.567  -0.316
H -2.480 -0.029 0.871  0.316
H -0.066 -1.419 1.226  0.326
H 2.398 1.608 0.164  0.339
H -1.311 -0.881 -1.377  0.389
H 0.465 -2.104 -0.336  0.224
H -1.124 1.093 1.004  0.293
H -2.258 1.238 -0.338  0.337
H 2.038 -0.286 1.319  0.257
H -0.090 0.279 -1.139  0.319

Calculated values
- SMILES: CCCNC=O
- HOMO: -9.3 eV
- Lowest unoccupied orbital energy: 0.03215 Eh
- Charge: 0
- Orbital gap: 10.134 eV
- Relative energy (zero: lowest compared OMol25 entry of this formula, charge and spin): 143.6 kJ/mol


Record 5
DFT (ωB97M-V/def2-TZVPD) results for 2 unconnected molecules or ions with the total composition C6H10O2.

Each line ends with the Mulliken charge.
Positions of all 18 atoms, in Å:
O 2.073 -1.179 -0.289  -0.506
O 0.087 1.510 -1.222  -0.541
C -2.296 -0.680 -0.488  -1.021
C 0.961 0.942 -0.614  0.686
C 1.191 -0.552 -0.814  -0.032
C 1.948 1.606 0.295  -1.060
C -1.234 -1.212 0.410  0.086
C -0.551 -0.474 1.275  -0.964
H -1.043 -2.276 0.342  0.365
H 2.170 0.963 1.142  0.306
H 1.583 2.577 0.620  0.331
H 2.874 1.746 -0.262  0.363
H -2.202 -1.099 -1.488  0.293
H -0.751 0.579 1.396  0.348
H 0.520 -0.990 -1.574  0.408
H -2.245 0.404 -0.551  0.245
H 0.192 -0.901 1.927  0.334
H -3.277 -0.965 -0.105  0.359

Calculated values
- SMILES: CC(=O)C=O.C=CC
- HOMO: -9.6 eV
- Lowest unoccupied orbital energy: -0.00411 Eh
- Charge: 0
- Orbital gap: 9.485 eV
- Relative energy (zero: lowest compared OMol25 entry of this formula, charge and spin): 153.8 kJ/mol


Record 6
DFT (ωB97M-V/def2-TZVPD) results for a molecular structure, C10H10N4O6S2V at a distorted geometry.

Each line ends with the Löwdin spin population.
Positions of all 33 atoms, in Å:
V 0.000 0.000 0.000  0.838
S 0.449 2.736 0.968  0.001
S 1.756 -0.547 -1.115  0.005
O 2.059 -0.120 -2.499  -0.002
O -0.321 3.939 0.639  0.010
O 1.515 2.449 0.006  0.075
O 2.851 -1.409 -0.618  0.017
O 1.803 0.755 -0.242  0.094
O 0.493 -1.470 -1.215  -0.015
N 0.638 -0.995 1.661  0.010
N -0.459 1.485 1.369  0.004
N 0.237 0.682 3.422  0.001
N 3.470 4.678 5.797  0.000
C 1.275 -1.460 3.903  0.005
C 2.749 3.123 2.505  0.000
C 0.681 3.959 3.454  0.000
C 2.754 4.149 4.709  0.000
C 3.440 3.568 3.635  0.000
C 0.187 0.374 2.114  0.004
C 1.164 -1.807 2.580  0.003
C 0.794 -0.216 4.260  0.006
C 1.381 4.393 4.583  0.000
C 1.369 3.305 2.431  0.003
H 0.840 4.914 5.366  0.000
H 1.712 -2.127 4.630  0.000
H 1.504 -2.767 2.212  0.000
H 2.899 4.752 6.633  0.000
H 3.280 2.646 1.687  0.000
H 0.847 0.118 5.292  0.000
H 4.518 3.447 3.669  0.000
H -0.389 4.120 3.367  0.000
H -0.575 0.936 -1.365  -0.061
H 4.340 4.184 5.962  0.000

Calculated values
- HOMO (spin up / spin down): -8.9 / -8.8 eV
- Lowest unoccupied orbital energy (spin up / spin down): -0.10298 / -0.10320 Eh
- Charge: 0
- Orbital gap (spin up / spin down): 6.063 / 6.028 eV
- 2S+1: 2


no.,total energy (hartree)
1,-453.02500
2,-328.19061
3,-694.72160
4,-287.77777
5,-385.04381
6,-2797.57514